[1]
Density functional theory data (ωB97M-V with the def2-TZVPD basis set) for a 2-piece molecular cluster, CH5NOS2 overall at a distorted geometry.

## Properties
Total energy = -26325.22024 eV
Total charge = -1
Gap between HOMO and LUMO (spin up / spin down) = 3.1 / 7.3 eV
2S+1 = 2
<S²> = 0.75
Energy relative to the best compared isomer or geometry (same formula, charge and spin) = 1.377 eV

Last column: Mulliken charge in e.
CARTESIAN COORDINATES (ANGSTROEM)
S: 2.708 -1.653 -0.987  -0.57
S: 4.052 -0.518 0.135  -0.52
H: 1.808 -1.135 -0.224  0.07
H: 4.534 0.084 -1.003  0.06
C: -2.570 1.063 0.463  0.04
N: -1.899 -0.128 0.218  -0.41
O: -2.455 1.731 1.454  -0.49
H: -3.127 1.488 -0.323  0.34
H: -1.683 -0.769 0.941  0.23
H: -1.368 -0.165 -0.675  0.25

---

[2]
Density functional theory data (ωB97M-V with the def2-TZVPD basis set) for C2H3F2O2S as an isolated structure at a distorted geometry.

## Properties
Total energy = -22487.14695 eV
Total charge = -1
Gap between HOMO and LUMO = 8.2 eV
2S+1 = 1
Energy relative to the best compared isomer or geometry (same formula, charge and spin) = 1.464 eV

Last column: Mulliken charge in e.
CARTESIAN COORDINATES (ANGSTROEM)
C: 1.173 0.140 -0.123  -0.98
C: -0.255 -0.153 -0.602  0.85
O: -0.958 0.782 -1.346  -0.77
O: -1.081 1.166 1.853  -0.56
F: -0.211 -1.288 -1.326  -0.29
F: -1.328 -1.506 1.061  -0.52
S: -1.500 0.311 0.683  0.51
H: 0.927 0.741 0.807  0.30
H: 1.593 0.625 -1.067  0.22
H: 1.639 -0.817 0.060  0.26

---

[3]
Density functional theory data (ωB97M-V with the def2-TZVPD basis set) for a 5-piece molecular cluster, C42H43F32IO8S overall at a distorted geometry.

## Properties
Total energy = -166525.54465 eV
SMILES = CCCCCCCCCc1ccc2c(c1I)C(=O)C(S)=C(COC(C)=O)C2=O.FC(F)C(F)(F)COC(F)(F)C(F)F.FC(F)C(F)(F)COC(F)(F)C(F)F.FC(F)C(F)(F)COC(F)(F)C(F)F.FC(F)C(F)(F)COC(F)(F)C(F)F
Total charge = 0
Gap between HOMO and LUMO = 7.9 eV
2S+1 = 1

Last column: Mulliken charge in e.
CARTESIAN COORDINATES (ANGSTROEM)
C: 2.014 -2.701 0.599  -1.39
C: 2.708 -1.434 0.065  0.45
C: 2.401 -1.179 -1.414  -0.48
C: 3.285 -0.088 -2.071  -0.61
C: 3.340 1.219 -1.265  -0.19
C: 2.600 2.379 -1.960  -1.11
C: 2.054 3.411 -0.973  -0.55
C: 1.053 4.335 -1.705  -0.60
C: -0.172 4.677 -0.822  -1.82
C: -1.180 3.561 -0.930  1.15
C: -1.345 2.794 0.163  -1.12
C: -2.206 1.754 0.188  -1.18
C: -2.890 1.484 -0.936  1.16
C: -2.734 2.226 -2.063  1.30
C: -1.885 3.289 -2.069  -0.45
I: -1.663 4.501 -3.783  0.14
C: -3.550 1.786 -3.254  -0.34
O: -4.006 2.552 -4.087  -0.58
C: -3.748 0.290 -3.343  0.42
S: -3.752 -0.398 -4.987  -0.20
C: -3.889 -0.434 -2.242  0.29
C: -4.073 -1.923 -2.096  -0.94
O: -5.049 -2.492 -2.962  -0.26
C: -4.717 -3.743 -3.462  0.75
C: -3.464 -3.958 -4.274  -0.88
O: -5.461 -4.678 -3.224  -0.56
C: -3.824 0.322 -0.938  -0.39
O: -4.463 -0.015 0.047  -0.62
H: 1.094 -2.878 0.046  0.29
H: 2.688 -3.546 0.507  0.24
H: 1.772 -2.530 1.644  0.45
H: 2.297 -0.594 0.628  0.23
H: 3.774 -1.431 0.296  -0.22
H: 1.335 -0.973 -1.526  0.13
H: 2.592 -2.126 -1.923  0.34
H: 2.880 0.117 -3.064  0.45
H: 4.269 -0.518 -2.240  0.16
H: 4.391 1.467 -1.127  0.11
H: 2.908 1.117 -0.272  0.30
H: 1.794 1.950 -2.558  0.59
H: 3.311 2.843 -2.643  0.21
H: 2.906 4.027 -0.691  0.22
H: 1.597 2.911 -0.122  0.39
H: 1.523 5.244 -2.075  0.59
H: 0.745 3.801 -2.595  0.27
H: 0.203 4.690 0.194  0.43
H: -0.603 5.640 -1.072  0.50
H: -0.779 2.981 1.063  0.58
H: -2.320 1.147 1.069  0.66
H: -2.442 -0.469 -5.293  0.18
H: -4.428 -2.086 -1.079  0.43
H: -3.092 -2.394 -2.156  0.27
H: -3.341 -3.253 -5.088  0.22
H: -2.603 -3.809 -3.620  0.29
H: -3.403 -4.982 -4.607  0.33
F: 5.540 -4.267 -2.257  -0.19
C: 5.201 -4.072 -3.545  0.14
F: 4.428 -2.963 -3.586  -0.25
C: 4.422 -5.250 -4.136  0.94
F: 3.227 -5.377 -3.520  -0.26
F: 4.160 -4.907 -5.429  -0.34
C: 5.115 -6.627 -4.189  -0.82
O: 4.822 -7.586 -3.176  -0.39
C: 5.497 -7.617 -1.971  0.76
F: 6.577 -6.812 -1.990  -0.27
F: 5.961 -8.875 -1.817  -0.30
C: 4.576 -7.327 -0.780  0.21
F: 3.970 -6.132 -0.904  -0.17
F: 5.308 -7.306 0.357  -0.25
H: 6.111 -3.875 -4.119  0.22
H: 4.726 -7.093 -5.093  0.40
H: 6.189 -6.532 -4.353  0.36
H: 3.809 -8.099 -0.699  0.20
F: -2.080 4.762 2.954  -0.27
C: -2.751 5.478 2.033  0.14
F: -1.904 5.672 0.991  -0.27
C: -3.217 6.836 2.564  1.04
F: -2.153 7.619 2.847  -0.27
F: -3.873 7.429 1.527  -0.32
C: -4.194 6.853 3.757  -0.88
O: -3.682 7.079 5.068  -0.40
C: -3.195 6.055 5.857  0.80
F: -3.484 4.849 5.335  -0.27
F: -3.848 6.130 7.037  -0.30
C: -1.701 6.215 6.161  0.17
F: -0.972 6.273 5.032  -0.20
F: -1.273 5.152 6.878  -0.25
H: -3.598 4.885 1.676  0.24
H: -4.821 7.727 3.581  0.42
H: -4.874 6.001 3.734  0.39
H: -1.528 7.128 6.733  0.24
F: -8.201 -0.535 4.652  -0.23
C: -7.170 0.176 4.165  0.08
F: -6.900 1.156 5.062  -0.26
C: -7.483 0.814 2.808  0.98
F: -8.461 1.738 2.940  -0.29
F: -6.355 1.492 2.449  -0.30
C: -7.821 -0.116 1.625  -0.70
O: -9.192 -0.320 1.286  -0.40
C: -9.970 -1.280 1.900  0.74
F: -9.226 -2.115 2.648  -0.29
F: -10.513 -2.029 0.915  -0.30
C: -11.132 -0.669 2.690  0.20
F: -10.695 0.192 3.626  -0.22
F: -11.815 -1.654 3.318  -0.26
H: -6.293 -0.473 4.092  0.28
H: -7.421 0.394 0.750  0.34
H: -7.275 -1.057 1.679  0.38
H: -11.808 -0.137 2.018  0.23
F: 8.476 0.858 1.139  -0.23
C: 7.988 0.642 -0.094  0.02
F: 7.058 1.599 -0.330  -0.23
C: 7.333 -0.736 -0.236  1.14
F: 6.239 -0.823 0.547  -0.31
F: 6.890 -0.826 -1.520  -0.33
C: 8.227 -1.974 -0.008  -0.92
O: 8.192 -2.633 1.255  -0.39
C: 8.978 -2.238 2.319  0.80
F: 9.912 -1.347 1.939  -0.29
F: 9.645 -3.336 2.738  -0.30
C: 8.142 -1.740 3.503  0.20
F: 7.348 -0.714 3.148  -0.21
F: 8.967 -1.309 4.484  -0.27
H: 8.796 0.764 -0.821  0.29
H: 7.827 -2.725 -0.689  0.37
H: 9.251 -1.799 -0.340  0.35
H: 7.516 -2.547 3.889  0.25

---

[4]
Density functional theory data (ωB97M-V with the def2-TZVPD basis set) for C15H40B3CuF12O15S5 as an isolated structure at a distorted geometry.

## Properties
Total energy = -180389.80213 eV
Total charge = -1
Gap between HOMO and LUMO (spin up / spin down) = 10.4 / 7.7 eV
2S+1 = 2
<S²> = 0.75
Energy relative to the best compared isomer or geometry (same formula, charge and spin) = 0.000 eV

Last column: Mulliken charge in e.
CARTESIAN COORDINATES (ANGSTROEM)
Cu: -0.648 1.135 -2.497  1.04
B: -1.598 -0.896 -4.870  0.17
F: -0.364 -1.427 -4.460  -0.28
F: -2.674 -1.718 -4.606  -0.37
F: -1.809 0.336 -4.114  -0.33
F: -1.511 -0.588 -6.231  -0.36
B: -2.632 2.903 -1.997  0.40
F: -2.616 1.495 -1.965  -0.28
F: -1.747 3.279 -3.046  -0.41
F: -3.889 3.435 -2.207  -0.28
F: -2.146 3.339 -0.752  -0.35
B: -0.845 -0.658 -0.339  0.54
F: 0.229 -1.477 0.005  -0.46
F: -1.908 -0.803 0.524  -0.09
F: -0.453 0.705 -0.496  0.30
F: -1.288 -0.956 -1.664  -0.26
O: 3.134 2.682 -1.364  -0.60
S: 1.874 3.358 -1.244  0.94
O: 0.606 2.762 -1.603  -0.09
O: 1.770 3.907 0.285  -0.28
C: 0.495 4.342 0.771  0.21
C: 0.755 5.451 1.773  -1.59
C: 1.950 4.945 -2.091  -1.14
H: -0.069 3.493 1.155  0.11
H: -0.163 4.779 0.011  0.42
H: 1.388 5.234 2.631  0.30
H: -0.227 5.754 2.144  0.42
H: 1.221 6.302 1.270  0.37
H: 2.898 5.418 -1.833  0.42
H: 1.155 5.566 -1.690  0.34
H: 1.944 4.810 -3.169  0.38
O: -6.450 1.093 0.992  -0.64
S: -6.058 2.313 1.667  1.20
O: -7.093 3.171 2.156  -0.64
O: -5.077 1.893 2.892  -0.39
C: -4.108 0.875 2.597  0.20
C: -3.518 0.340 3.893  -1.32
C: -4.857 3.170 0.619  -0.66
H: -3.329 1.148 1.881  0.05
H: -4.593 0.057 2.057  0.37
H: -2.913 1.127 4.355  0.30
H: -2.946 -0.563 3.711  0.37
H: -4.295 0.227 4.652  0.37
H: -4.216 2.343 0.334  -0.10
H: -4.338 3.878 1.262  0.36
H: -5.316 3.707 -0.201  0.48
O: 0.631 0.349 4.297  -0.68
S: 1.445 1.176 3.470  1.30
O: 1.376 2.611 3.553  -0.61
O: 3.010 0.712 3.693  -0.32
C: 4.067 1.657 3.670  0.02
C: 5.362 0.927 3.992  -1.22
C: 1.277 0.586 1.775  -0.56
H: 3.893 2.560 4.255  0.36
H: 4.158 2.017 2.634  0.15
H: 6.201 1.615 4.068  0.39
H: 5.547 0.148 3.256  0.21
H: 5.227 0.433 4.958  0.33
H: 1.593 -0.444 1.672  0.49
H: 1.742 1.291 1.095  -0.03
H: 0.190 0.603 1.714  -0.06
O: -1.409 -7.843 -2.816  -0.61
S: -1.325 -7.666 -1.383  1.12
O: -0.080 -7.479 -0.692  -0.60
O: -2.365 -6.480 -0.988  -0.33
C: -1.789 -5.176 -0.678  -0.46
C: -0.960 -4.621 -1.820  -0.53
C: -2.210 -9.034 -0.589  -0.91
H: -1.177 -5.241 0.222  0.30
H: -2.666 -4.551 -0.543  0.34
H: -1.478 -4.574 -2.775  0.39
H: 0.044 -5.020 -1.969  0.47
H: -0.759 -3.593 -1.489  -0.19
H: -2.031 -8.864 0.471  0.31
H: -1.689 -9.935 -0.905  0.34
H: -3.270 -9.052 -0.810  0.31
O: 1.256 0.032 -2.620  -0.35
S: 2.500 -0.694 -2.699  1.02
O: 3.290 -0.679 -3.886  -0.68
O: 3.416 -0.323 -1.447  -0.15
C: 4.755 -0.875 -1.330  -0.38
C: 5.016 -0.894 0.174  -1.01
C: 2.080 -2.416 -2.251  -0.93
H: 5.379 -0.160 -1.863  0.24
H: 4.795 -1.873 -1.759  0.41
H: 4.994 0.108 0.600  0.17
H: 6.034 -1.255 0.330  0.47
H: 4.249 -1.522 0.621  0.28
H: 1.659 -2.396 -1.247  0.19
H: 2.986 -3.016 -2.253  0.48
H: 1.319 -2.836 -2.905  0.36